This record from the Open Molecules 2025 dataset describes 8 unconnected molecules or ions with the total composition C48H110N7O9 at a distorted geometry. The level of theory is ωB97M-V with the def2-TZVPD basis set.

Orbital gap (eV): 3.4
Highest occupied orbital energy (Eh): -0.4010
Charge: +5
E (eV): -80363.17421

Each line ends with the Mulliken charge.
CARTESIAN COORDINATES (ANGSTROEM)
1 C -1.55 0.84 0.17  -0.33
2 C -0.36 0.32 0.35  0.27
3 C 0.00 -1.10 -0.14  0.35
4 O 1.14 -1.61 0.08  -0.80
5 C -0.92 -1.94 -0.69  -0.80
6 C -2.30 -1.41 -0.90  0.36
7 C -2.60 0.09 -0.41  0.54
8 O -3.71 0.63 -0.59  -0.80
9 O -3.19 -2.08 -1.49  -0.78
10 O 0.42 1.11 1.01  -0.83
11 H -1.95 1.75 0.60  0.37
12 H -0.69 -2.97 -0.93  0.45
13 C -0.69 5.60 -3.96  -1.54
14 C -1.99 6.36 -4.00  0.16
15 C -2.07 7.48 -5.14  -0.66
16 O -3.51 7.81 -5.37  -0.41
17 C -3.75 8.82 -6.36  -0.75
18 N -3.08 5.35 -4.26  -0.24
19 H -3.82 5.89 -4.69  0.36
20 H -2.67 4.64 -4.85  0.33
21 H -3.40 5.01 -3.37  0.35
22 H 0.12 6.14 -3.47  0.35
23 H -0.38 5.40 -4.99  0.42
24 H -0.72 4.62 -3.49  0.49
25 H -2.41 6.88 -3.14  0.42
26 H -1.73 7.22 -6.15  0.42
27 H -1.48 8.29 -4.72  0.39
28 H -3.60 9.84 -6.01  0.31
29 H -4.83 8.84 -6.56  0.28
30 H -3.21 8.75 -7.31  0.31
31 C -9.22 -1.45 0.87  -1.44
32 C -10.09 -0.33 0.26  0.26
33 C -9.79 0.95 1.08  -0.83
34 O -10.26 2.13 0.39  -0.42
35 C -9.81 3.32 1.12  -0.72
36 N -9.74 -0.15 -1.27  -0.32
37 H -9.98 0.81 -1.46  0.36
38 H -8.77 -0.27 -1.49  0.35
39 H -10.26 -0.78 -1.87  0.37
40 H -9.39 -1.76 1.90  0.39
41 H -8.15 -1.27 0.79  0.46
42 H -9.53 -2.36 0.35  0.40
43 H -11.17 -0.45 0.27  0.33
44 H -8.80 1.00 1.54  0.48
45 H -10.32 0.81 2.03  0.43
46 H -8.75 3.46 0.91  0.31
47 H -10.10 3.22 2.17  0.31
48 H -10.27 4.18 0.65  0.27
49 C 0.44 5.18 6.45  -1.38
50 C 0.07 3.76 7.03  0.13
51 C -1.40 3.42 6.69  -0.84
52 O -1.85 2.28 7.35  -0.32
53 C -3.14 1.86 6.91  -0.74
54 N 1.02 2.76 6.54  -0.21
55 H 0.76 1.96 7.10  0.39
56 H 0.83 2.41 5.61  0.33
57 H 1.96 3.12 6.56  0.33
58 H 0.30 5.33 5.38  0.38
59 H 1.47 5.32 6.77  0.41
60 H -0.12 6.02 6.87  0.41
61 H 0.17 3.73 8.12  0.29
62 H -1.55 3.28 5.62  0.47
63 H -2.02 4.27 7.01  0.42
64 H -3.45 1.04 7.55  0.27
65 H -3.14 1.71 5.83  0.33
66 H -3.90 2.62 7.11  0.32
67 C -7.94 -4.10 -6.72  -1.27
68 C -6.62 -3.65 -7.59  0.14
69 C -6.60 -2.20 -8.10  -0.64
70 O -7.50 -2.21 -9.16  -0.34
71 C -8.45 -1.11 -9.33  -0.71
72 N -5.37 -3.97 -6.76  -0.31
73 H -4.60 -3.68 -7.34  0.38
74 H -5.30 -3.50 -5.86  0.34
75 H -5.25 -4.97 -6.62  0.36
76 H -7.98 -3.71 -5.71  0.37
77 H -8.09 -5.18 -6.62  0.40
78 H -8.83 -3.78 -7.26  0.34
79 H -6.47 -4.23 -8.51  0.32
80 H -5.55 -1.92 -8.26  0.37
81 H -6.87 -1.53 -7.29  0.36
82 H -8.81 -0.70 -8.38  0.34
83 H -9.27 -1.62 -9.84  0.26
84 H -8.11 -0.37 -10.05  0.30
85 C 4.35 -7.13 -4.36  -1.41
86 C 4.41 -6.15 -5.60  0.37
87 C 3.40 -6.58 -6.68  -0.86
88 O 3.25 -5.61 -7.71  -0.35
89 C 2.17 -5.86 -8.65  -0.79
90 N 4.12 -4.69 -5.09  -0.33
91 H 4.96 -4.14 -5.02  0.35
92 H 3.57 -4.23 -5.81  0.32
93 H 3.60 -4.47 -4.25  0.37
94 H 4.90 -8.04 -4.62  0.42
95 H 3.43 -7.59 -4.01  0.37
96 H 4.93 -6.78 -3.51  0.42
97 H 5.41 -6.04 -6.02  0.34
98 H 2.52 -6.42 -6.05  0.38
99 H 3.54 -7.64 -6.87  0.44
100 H 2.15 -5.04 -9.38  0.28
101 H 1.14 -5.99 -8.34  0.33
102 H 2.29 -6.84 -9.11  0.35
103 C 3.95 -9.85 7.67  -1.32
104 C 3.18 -9.63 6.29  -0.57
105 C 2.37 -8.40 6.29  -0.34
106 C 1.71 -8.24 4.97  -0.91
107 N 0.56 -7.14 4.73  0.28
108 C 0.99 -5.76 5.27  -0.67
109 C -0.38 -5.10 5.60  -0.59
110 C -1.46 -6.21 5.83  -0.80
111 C -0.61 -7.43 5.67  -0.45
112 C 0.14 -7.24 3.20  -0.71
113 C -0.47 -8.53 2.64  -0.59
114 C -1.56 -8.27 1.59  -1.39
115 H 4.39 -8.95 8.09  0.35
116 H 4.68 -10.65 7.53  0.38
117 H 3.19 -10.16 8.39  0.36
118 H 2.59 -10.52 6.07  0.35
119 H 3.85 -9.31 5.50  0.35
120 H 2.93 -7.49 6.52  0.36
121 H 1.59 -8.56 7.04  0.25
122 H 1.24 -9.10 4.52  0.45
123 H 2.50 -8.01 4.26  0.51
124 H 1.53 -5.25 4.46  0.34
125 H 1.61 -5.86 6.16  0.37
126 H -0.81 -4.64 4.70  0.27
127 H -0.38 -4.33 6.37  0.46
128 H -2.35 -6.16 5.20  0.34
129 H -1.87 -6.19 6.84  0.39
130 H -1.23 -8.27 5.34  0.39
131 H -0.13 -7.63 6.63  0.30
132 H 1.06 -6.93 2.70  0.44
133 H -0.64 -6.50 3.06  0.44
134 H -0.64 -9.23 3.45  0.56
135 H 0.34 -8.90 2.01  0.29
136 H -2.31 -7.65 2.08  0.41
137 H -2.07 -9.21 1.41  0.37
138 H -1.04 -7.97 0.68  0.34
139 C 4.18 8.77 1.18  -1.30
140 C 5.48 8.45 1.93  -0.52
141 C 6.39 7.65 0.98  -0.66
142 C 7.80 7.49 1.68  -1.27
143 N 8.86 6.95 0.72  0.27
144 C 10.11 6.77 1.61  -0.50
145 C 10.66 8.12 1.75  -0.93
146 C 10.40 8.79 0.40  -0.59
147 C 9.24 8.08 -0.24  -0.29
148 C 8.41 5.66 -0.02  -0.93
149 C 7.93 4.55 0.93  -0.50
150 C 7.10 3.45 0.21  -1.31
151 H 3.72 7.92 0.68  0.33
152 H 4.33 9.64 0.53  0.35
153 H 3.43 9.07 1.92  0.39
154 H 5.44 7.93 2.89  0.40
155 H 6.09 9.33 2.09  0.30
156 H 6.56 8.19 0.05  0.40
157 H 5.94 6.75 0.56  0.39
158 H 7.74 6.89 2.59  0.47
159 H 8.21 8.48 1.86  0.67
160 H 10.86 6.19 1.07  0.46
161 H 9.79 6.38 2.58  0.41
162 H 11.66 8.38 2.11  0.46
163 H 10.18 8.61 2.60  0.33
164 H 11.28 8.77 -0.24  0.34
165 H 10.20 9.82 0.72  0.31
166 H 9.45 7.59 -1.19  0.42
167 H 8.40 8.78 -0.30  0.18
168 H 9.23 5.24 -0.60  0.48
169 H 7.63 6.12 -0.63  0.54
170 H 7.41 4.82 1.84  0.31
171 H 8.83 4.15 1.40  0.50
172 H 6.32 3.89 -0.42  0.33
173 H 6.88 2.74 1.01  0.38
174 H 7.74 2.85 -0.44  0.35